Computed, not measured: a 9-piece molecular cluster, C32H48O28S overall at a distorted geometry, with wB97M-V/def2-TZVPD.

Geometry as XYZ:
```
109
Properties=species:S:1:pos:R:3:forces:R:3
H -1.5529 1.0726 -2.3217 8.47 -0.50 3.05
O 1.0301 5.5526 -4.3957 0.66 -3.84 0.68
C -0.0349 1.9346 3.9483 3.33 -0.91 -0.16
H -0.7379 2.3606 3.3093 -1.12 0.94 -1.18
H 0.6231 2.9366 -0.3557 0.80 -0.08 1.60
H 1.7301 -1.3504 -2.8907 -2.37 3.15 1.19
C 1.7491 -4.4854 -1.9977 2.68 3.18 2.93
C -3.3969 -5.2134 -0.8147 2.01 -10.33 -4.11
O 3.0891 4.4326 0.9413 2.37 1.04 1.69
H -3.5229 2.5746 -0.1677 -1.61 1.95 -2.25
O -3.8529 -4.2064 -0.3817 -5.19 7.07 2.35
H 4.6701 2.4156 0.0183 1.59 0.38 -0.97
H -2.6369 -3.3224 2.4063 6.35 5.21 5.45
C -1.4209 -0.7004 -4.3127 -0.53 1.68 4.34
H 0.6631 1.2886 -4.4267 -0.09 2.00 -1.02
H -0.9259 -4.1674 0.8843 0.82 -0.70 1.21
C -3.7719 0.8396 1.0013 3.53 -0.53 -1.35
H 1.6121 -4.2174 -0.7687 1.08 0.18 -3.60
O 2.0601 -1.4234 6.7113 0.99 -0.73 -5.41
H 2.9861 -2.1804 -2.4977 3.85 -0.68 1.16
H 2.6791 -4.9824 -2.2757 1.10 0.94 0.32
O -2.0829 -5.3584 -0.5007 1.26 0.61 0.38
C 1.3841 2.1676 -4.3807 1.96 -2.48 2.68
H 0.4241 2.2936 -2.3397 1.07 -0.25 -0.79
H 2.0971 1.9726 -2.2627 1.28 0.22 0.45
O -0.7239 1.5236 5.1283 -0.02 0.22 1.48
H 2.7491 1.3466 -5.7997 -0.71 -0.69 -3.22
O -6.8409 0.0746 2.2623 4.60 0.61 -0.15
C -1.5949 -4.0794 0.0863 -3.77 -0.03 -1.48
O -2.3679 1.4416 -5.0397 0.72 -3.64 -3.91
H -2.9979 1.0296 -1.8267 -0.93 0.16 -1.10
H 1.2771 -5.3364 -1.9307 -4.14 -4.25 -0.55
O 2.2721 -2.1534 -4.5667 1.59 0.02 -0.43
C -2.3789 1.2536 -2.7097 -6.85 0.09 -5.41
H 0.3971 -2.9964 -2.3247 0.61 -0.81 -2.17
C 1.2661 3.0266 0.5883 1.67 2.59 -5.27
H -3.6179 0.0116 -4.0407 2.39 0.53 -1.04
H -1.3959 -1.2094 -5.2137 0.39 -0.48 -1.87
O -2.6019 2.5656 -3.2967 0.21 0.73 3.27
C -2.4809 0.3866 -4.1187 -3.48 -0.64 3.36
H -3.5929 -0.0204 0.2953 0.13 1.16 -0.05
O 1.3601 -3.4594 -6.2777 1.76 1.73 1.71
H -3.2129 2.6466 1.6633 -0.29 1.21 -0.74
O 0.9921 4.2006 1.2453 -2.04 3.08 1.66
C -3.0899 2.2066 0.6663 1.00 -3.26 3.62
O 0.4671 3.2566 5.7883 0.91 1.75 0.61
O -0.1419 0.1456 1.1603 -0.40 1.93 3.78
H 1.0661 2.3156 1.2553 -0.30 -3.74 2.09
C 1.2801 -3.4284 -2.9907 -1.73 0.87 7.83
H 2.5981 0.5526 -4.4107 0.52 -3.90 2.04
H -1.1719 -3.4564 -0.6607 0.66 0.30 -0.82
O -4.5849 -0.3044 2.7253 -2.32 -1.55 1.54
H 2.6901 -3.2194 1.6183 0.60 0.73 0.11
H -3.2279 -4.6974 2.3123 -0.63 -0.17 -1.19
C -3.0289 -3.4594 0.4693 3.91 -3.08 0.05
H 2.9181 2.9526 5.3703 1.65 1.38 1.49
H 3.0461 1.8896 3.9813 -0.74 0.44 -0.29
C 3.1961 -3.0224 2.5903 -2.42 0.21 -0.58
O -5.1339 1.0016 1.0723 -2.02 0.79 0.43
H 0.5281 1.0916 3.2983 -1.54 1.43 1.93
O 0.7451 -1.8234 0.1503 -0.26 -0.26 0.21
C 1.4131 2.5416 -2.8417 -3.84 -1.37 -0.88
C -3.3079 -3.6754 1.8883 -10.05 -3.43 -3.59
H 0.4761 -2.8294 3.0233 -1.51 -5.94 -1.70
O -0.8289 2.3576 7.3763 1.09 -0.23 -5.91
S -0.0099 -0.5494 -0.0727 8.52 0.23 -1.07
C 0.8861 -2.0624 3.4433 1.47 5.00 3.24
C 2.4031 2.3016 4.7673 -3.01 -2.80 0.93
O 2.8931 -1.5554 4.5143 2.64 1.49 -0.03
H -2.6699 -0.4554 2.1273 3.15 -3.58 -0.49
C 2.0431 5.0096 1.4963 -0.62 -1.33 -0.51
H -4.4659 -3.2744 2.0043 3.10 -0.85 0.67
H 3.0231 -4.0324 3.0263 0.53 0.98 0.71
C -5.6109 0.2656 2.0743 -4.02 -1.01 -0.07
O -4.0289 -6.1254 -1.4197 1.89 2.72 1.51
O 1.0321 -3.9294 -4.2037 -0.60 -0.84 -0.58
H -0.5749 -0.1444 -3.8887 0.87 -0.48 -1.18
H 2.3771 -1.0714 2.5863 1.09 4.91 -3.28
C 1.1941 4.3256 -4.1397 -0.59 9.69 3.27
H 1.0481 3.9406 3.9093 0.02 -1.77 1.30
C 2.0051 -1.6444 5.4443 -2.64 0.24 5.67
C 1.6161 -3.1644 -5.1067 -1.82 -1.15 -3.66
C 1.0211 2.9626 4.5563 0.22 0.42 -4.62
H 3.2901 1.3806 -0.2217 -0.61 -1.79 -0.83
H 2.0301 1.4106 5.4333 1.38 1.18 -0.97
O 0.7461 0.2846 -1.0787 1.18 0.36 0.43
H -3.0589 -2.5004 0.1313 -0.18 2.91 -0.49
C 3.6951 2.1786 0.3043 0.28 0.61 3.34
H 4.2211 -2.7244 2.4473 0.41 -0.32 0.00
O -2.5139 3.6706 -5.2387 0.19 -1.99 0.69
O 0.8481 -2.0494 4.9353 -1.26 -0.55 -1.38
C -0.4199 2.3936 6.1553 -2.25 -2.10 5.27
O 2.0431 6.0256 2.1133 -0.23 0.20 0.18
H -2.9779 0.8996 3.1823 -0.56 -0.73 -1.42
O -1.2049 -0.7374 -0.6957 -9.13 -2.46 -3.29
C 2.4041 -1.8044 3.2193 -1.51 -6.69 1.64
C -2.4739 2.6226 -4.6087 -0.69 3.98 0.77
H 3.6831 2.0006 -4.7477 -0.55 -0.18 1.49
H 0.1001 -1.3714 3.0323 1.52 0.85 0.63
C 2.7131 1.4626 -4.7877 -0.20 5.11 -0.58
C 2.7791 3.3166 0.1683 -1.58 0.67 -2.13
C 2.1761 -2.2224 -3.0887 -2.20 -2.06 -3.82
H -2.0149 2.1406 0.5243 0.12 -0.53 -0.12
H -1.4849 -1.4254 -3.4627 -0.60 0.29 -0.69
O 1.4141 3.9316 -2.8697 1.15 0.98 -0.13
H 2.9211 3.8426 -0.8307 -0.94 -1.60 0.35
O 1.1731 3.4366 -4.9807 -0.66 -5.20 -4.15
C -3.3669 0.2066 2.3403 -1.43 5.42 0.98
H 3.8261 1.9546 1.4083 -0.52 -0.21 -1.07
```
Forces are in eV/Å.

## Properties
charge = -2
orbital gap = 0.2843 Ha
lowest unoccupied orbital energy = 3.707 eV
relative energy (zero: lowest compared OMol25 entry of this formula, charge and spin) = 51.3 kJ/mol
HOMO level = -4.03 eV

Computed, not measured: C32H49CrF4N6O4P2S as an isolated structure at a distorted geometry, with wB97M-V/def2-TZVPD.

Geometry as XYZ:
```
99
Properties=species:S:1:pos:R:3:forces:R:3
H 3.2117 -0.4499 1.1978 0.05 -0.16 0.13
H 1.2157 1.7364 -5.0512 0.02 0.01 0.01
H -4.5861 0.9257 -2.1268 0.00 0.01 0.01
H 3.6763 -1.6988 2.3700 0.00 -0.01 -0.02
H -2.5946 4.3908 -1.5405 -0.04 0.02 -0.01
C 5.1901 -2.4065 -2.8663 0.00 0.00 0.02
H -4.1316 -3.0923 4.2334 0.02 -0.01 0.00
O -1.6467 0.4678 -0.8193 0.49 -0.72 0.07
H 2.5317 0.2181 6.5348 0.03 0.02 -0.01
H -3.2424 -4.6528 2.5393 0.02 0.02 -0.01
F 2.2311 -4.1866 -3.9030 -0.08 0.01 0.03
C 4.6431 -1.5289 -1.9558 0.02 -0.09 -0.09
H -0.8437 -4.5799 1.9291 -0.04 -0.02 -0.01
H -4.2440 4.2421 -0.9043 0.02 -0.03 0.02
H -3.9226 3.9472 -2.6182 0.00 0.00 0.01
C 2.4253 -0.1202 3.1608 -0.11 -0.03 0.06
H 1.5974 -2.4498 3.7675 0.08 0.05 -0.01
S 1.6150 -2.1829 1.3735 0.66 -0.29 0.41
C -0.3984 -2.9446 3.2421 -0.09 0.03 -0.05
H -2.7471 4.1111 0.9421 -0.01 0.00 0.05
P -1.9832 1.8859 -0.4884 -0.40 0.52 -0.05
N 0.2931 2.2870 -3.2559 -0.14 -0.17 0.52
C 4.3229 -3.2938 -3.4685 0.07 0.13 0.09
C -1.5042 1.1119 2.0091 -0.12 -0.11 0.03
F 2.8215 -0.7358 -0.7182 -0.08 0.37 -0.14
O 0.4512 -1.3152 0.8627 -0.90 0.63 -0.58
H 1.4444 -3.9859 2.8993 0.06 0.02 -0.12
C -2.1978 3.4702 1.6311 -0.12 0.03 0.00
C 1.3530 1.9213 3.8586 0.01 0.05 0.00
C -0.9439 2.7321 -3.8898 -0.02 0.02 -0.03
H -2.1115 0.2120 2.0803 0.00 -0.07 0.04
C 2.8763 -1.0224 2.0580 -0.22 -0.05 0.05
C 2.4915 3.4804 -0.1220 0.05 -0.07 0.03
C 1.7418 1.0527 2.8513 0.07 -0.06 0.06
H 1.3370 2.3086 5.9697 -0.01 -0.01 0.00
H -5.3636 2.2030 -1.1896 0.01 0.02 0.06
H 0.8353 5.4416 -1.2294 0.01 -0.04 0.01
C -1.9064 -1.7406 -2.8834 -0.17 0.07 -0.18
H -2.7135 3.4825 2.5897 -0.02 0.03 -0.02
H -2.6324 -2.4168 -3.3424 0.04 -0.06 0.06
C 1.1269 1.3667 -4.0307 0.09 0.07 -0.02
C -1.2507 -3.8617 2.6341 0.07 -0.05 0.03
N -3.2753 2.4029 -1.3505 0.21 0.11 0.48
C -3.5220 3.8266 -1.6109 0.00 -0.01 -0.18
Cr -0.0023 -0.9136 -1.0620 0.51 0.00 1.03
C 1.0727 -2.9634 2.9696 -0.10 0.09 -0.24
H 3.2897 -1.2900 4.7477 -0.03 -0.01 0.00
F 4.7863 -4.1559 -4.3646 -0.02 -0.06 -0.06
C 2.9637 -3.3138 -3.1936 -0.22 0.15 0.03
F 5.4079 -0.6417 -1.3150 0.00 0.03 0.07
H -1.7707 -4.2435 -1.9504 -0.09 0.04 0.05
O 0.9794 1.0274 -1.0537 0.05 -1.08 0.16
H 2.4017 5.3340 -2.0539 -0.01 -0.01 -0.01
H 3.4434 3.9734 -0.3159 -0.01 0.00 0.00
C -3.0900 -3.0400 3.9447 -0.04 0.01 -0.02
H 0.9500 4.7466 -2.8656 0.01 0.04 0.00
H 0.7913 -4.4964 -1.9378 0.03 -0.04 -0.06
H 1.5266 1.2797 1.8134 0.09 0.03 0.00
C -2.5907 -3.9119 2.9856 -0.04 -0.02 -0.07
H -1.3836 3.5486 -3.3234 -0.01 -0.02 -0.05
H 0.0879 -3.6475 -3.3040 0.00 -0.02 0.02
H -3.2082 -1.1227 -0.6775 0.00 -0.01 -0.05
H -2.3485 -0.7465 -2.8402 0.03 0.00 0.02
H -3.5535 -2.8121 -1.0935 0.09 -0.06 -0.03
O -0.8051 2.8718 -0.9953 0.15 -0.20 0.05
H 2.6914 2.4504 0.1636 0.02 0.03 0.04
N -2.1616 2.0934 1.1280 0.32 -0.14 -0.52
H -4.4609 0.9425 -0.3527 -0.03 0.02 0.00
H 0.8520 2.8493 3.6102 -0.02 -0.02 0.00
C -1.0586 -3.5530 -1.4915 0.46 -0.20 0.00
P 0.5921 2.3397 -1.6442 -0.04 0.84 -0.75
H -0.7128 3.0989 -4.8899 0.00 0.00 0.01
H 1.9917 4.0050 0.6985 -0.01 -0.02 -0.01
H -0.2400 -1.3701 4.6917 -0.01 0.00 -0.02
C -2.8062 -2.1283 -0.6836 -0.10 0.12 0.20
H 6.2464 -2.4060 -3.0923 -0.01 0.00 -0.03
C -2.2456 -2.1231 4.5522 -0.02 0.07 -0.02
N 1.6972 3.4985 -1.3492 -0.28 -0.34 0.03
C -0.9052 -2.0709 4.1976 0.03 0.09 -0.01
C 3.2979 -1.5597 -1.6719 -0.28 -0.33 -0.11
C 2.7098 -0.4090 4.4949 0.07 0.04 -0.03
C 1.6283 1.6221 5.1861 0.01 -0.01 -0.02
N -1.5786 -2.1772 -1.5049 -0.19 0.09 -0.08
C 1.4468 4.8324 -1.9013 0.09 0.03 -0.06
C 0.2589 -3.5893 -2.2272 -0.03 -0.05 0.04
N 1.0378 -2.3949 -1.8812 -0.66 0.93 -0.17
H -2.6256 -1.4604 5.3191 0.00 0.00 -0.01
H -0.9205 -3.8379 -0.4479 -0.05 0.06 0.04
H -1.6820 1.9279 -3.9744 0.03 0.00 0.00
H 2.1260 1.3189 -3.5976 0.00 -0.05 -0.05
H -1.4117 1.5472 3.0018 -0.03 -0.01 -0.01
H -1.0136 -1.7185 -3.5119 0.00 -0.04 0.06
H -0.5106 0.8291 1.6646 -0.09 0.05 0.03
C -4.4840 1.5657 -1.2490 0.06 -0.08 -0.10
C 2.3750 -2.4366 -2.2585 0.78 -0.02 -0.11
H -2.5719 -2.4195 0.3366 0.06 -0.06 0.10
H -1.1934 3.8852 1.7613 -0.01 -0.04 -0.01
C 2.3054 0.4531 5.5033 -0.02 -0.02 0.02
H 0.7072 0.3530 -4.0647 0.00 0.04 0.00
```
Forces are in eV/Å.

## Properties
charge = +2
spin multiplicity = 4
orbital gap (alpha / beta) = 0.2221 / 0.2920 Ha
lowest unoccupied orbital energy (alpha / beta) = -6.804 / -5.163 eV
⟨S²⟩ = 3.80
HOMO level (alpha / beta) = -12.85 / -13.11 eV